Formula: C4H7NO2S
Source: the OMol25 dataset
Level of theory: ωB97M-V with the def2-TZVPD basis set

HOMO, eV: -8.9
Net charge: 0
Gap between HOMO and LUMO, hartree: 0.338
ΔE to the lowest compared entry with this formula, charge and spin, eV: 4.5248

```
15
Properties=species:S:1:pos:R:3:nbo_charge:R:1
C -0.72805 -0.13210 0.53213 0.620
C 1.92439 0.35433 0.25356 -0.018
C -1.27653 -1.48267 0.17029 -0.723
C -1.20598 1.02083 -0.31539 -0.733
N 2.11885 -0.65554 -0.30397 0.173
O -0.04523 0.04124 1.51446 -0.562
O 1.98197 -1.73306 -0.80209 -0.422
S 2.37409 1.93720 0.63307 0.109
H -2.33098 -1.49762 0.44547 0.235
H -1.19615 -1.67225 -0.89581 0.232
H -0.75715 -2.25904 0.72649 0.241
H -1.63705 0.69137 -1.25448 0.219
H -1.96502 1.55187 0.25998 0.246
H -0.39508 1.72269 -0.49497 0.240
H 3.13793 2.11274 -0.46873 0.143
```